C17H43N2O10S4 | wB97M-V/def2-TZVPD

Each line ends with the Löwdin charge.
Geometry (Å):
1 H -4.97951 -0.02602 -1.53179  0.16
2 H 1.55676 5.16523 3.64768  0.09
3 O 3.01382 5.38246 -0.58458  -0.29
4 H -1.22954 -1.39716 -1.25448  0.08
5 H -3.18577 0.39152 -1.13281  0.16
6 H -3.03156 -4.04597 -5.42957  -0.06
7 H 0.24398 0.09645 2.74275  0.07
8 H 1.81862 4.20969 -3.68955  0.08
9 C 5.25696 6.11971 -2.50432  -0.27
10 N -2.54927 -1.72053 -3.55029  -0.05
11 H 7.32376 5.50516 -2.33477  0.08
12 H 0.99438 -2.48614 -2.87094  0.12
13 H 0.35653 -3.05116 6.65202  0.09
14 S -3.82472 -4.01396 -4.23949  0.75
15 H 3.02355 3.19666 1.79117  0.11
16 O 1.46816 2.58522 3.02569  -0.26
17 H -0.79645 1.25486 3.64567  0.08
18 O -0.82838 -4.53360 3.86421  -0.25
19 H 1.90305 -2.30476 -1.23024  0.12
20 H 0.00548 -4.41485 -1.47942  0.16
21 H 0.98797 3.90570 -2.13805  0.07
22 H 2.93226 5.59311 2.59854  0.09
23 H -3.30341 0.35632 -3.72349  0.16
24 C -3.58771 -0.67875 -3.21906  -0.17
25 S 3.19922 4.64526 -1.81636  0.62
26 C 0.95538 -1.96005 -1.82465  -0.23
27 H -3.60512 -4.62467 1.69535  0.06
28 H -1.92687 -5.16055 1.37968  0.05
29 H -4.94688 -3.09616 -2.04827  0.15
30 H 3.28708 3.34191 3.52785  0.13
31 H 2.12825 0.05243 -2.32533  0.10
32 H -3.73950 -3.92640 -0.86552  0.16
33 C -2.67808 -4.97794 2.15019  -0.12
34 H -1.30915 0.64902 2.04578  0.06
35 C -0.99752 -3.76668 -1.41974  -0.18
36 O -3.07895 -3.51838 4.28365  -0.27
37 H 6.16638 4.29740 -1.76373  0.07
38 H -4.61601 -1.04059 -3.70308  0.14
39 H -0.16441 -2.29871 0.13735  0.12
40 H 0.99851 -4.48135 4.75469  0.13
41 N -3.80856 -1.73920 -0.80036  0.01
42 H -1.25075 -2.79360 5.96308  0.07
43 H 6.36556 4.55051 -3.49506  0.09
44 H -4.70377 -1.73946 -0.22369  0.20
45 O 3.77450 3.31700 -1.84015  -0.29
46 C -3.86939 -0.45612 -1.62112  -0.12
47 C -2.83251 -3.06634 -2.89916  -0.69
48 H 0.21173 0.01277 -2.69672  0.07
49 O -1.61228 -3.85567 -2.73888  -0.18
50 H 1.21488 5.58877 -2.70298  0.08
51 O 3.99702 5.58310 -2.88270  -0.26
52 C 6.34340 5.06075 -2.52685  -0.08
53 C -3.83802 -3.01106 -1.61222  -0.11
54 H 5.50550 6.90074 -3.23129  0.13
55 H 0.46012 -2.92489 4.12685  0.11
56 C 0.12503 -3.82887 4.64712  -0.27
57 H -1.57017 -1.39960 -3.40780  0.10
58 C 1.07396 -0.30755 -1.95985  -0.12
59 C 2.08204 4.91646 2.72007  -0.08
60 S 0.36520 2.29319 1.86323  0.62
61 C -0.45312 0.93231 2.66062  -0.12
62 H 5.19276 6.60175 -1.52267  0.12
63 H -1.61662 -4.29028 -0.54331  0.10
64 H -0.79697 -4.40276 6.51620  0.09
65 H 1.38678 5.10088 1.89605  0.06
66 C 2.54107 3.47034 2.73587  -0.27
67 O -1.58799 -2.60887 2.44762  -0.32
68 H 0.81539 0.12811 -0.87904  0.07
69 O -0.56236 3.40339 1.80945  -0.28
70 C -0.46784 -2.24796 -0.99948  -0.17
71 C 1.64700 4.58673 -2.67930  -0.12
72 C -0.41846 -3.50059 6.02519  -0.07
73 S -2.08872 -3.70834 3.24483  0.62
74 H -2.87253 -5.88220 2.73046  0.09
75 O 1.04157 1.79670 0.68377  -0.31
76 H -3.03479 -1.70391 -0.07051  0.17

Its total charge is +1. Its spin multiplicity is 1. As for the molecular weight: 563.8 g/mol. The LUMO energy comes out at -3.301 eV. The value obtained for the HOMO-LUMO gap is 0.3244 Eh.